Entry P
Below is C2HF3O2 in the gas phase, with properties calculated with ωB97M-V/def2-TZVPD.

The geometry in XYZ format:
```
8
Properties=species:S:1:pos:R:3:nbo_charge:R:1
O -0.14 -0.47 -0.45 -0.43
O 0.61 0.56 -1.07 -0.30
C 2.01 0.70 -0.33 0.47
F 2.19 1.95 -0.03 -0.27
C 2.78 -0.33 -0.10 0.61
F 4.02 -0.21 0.34 -0.29
F 2.42 -1.57 -0.29 -0.27
H -0.97 -0.07 -0.84 0.47
```

---

Entry Q
Below is C2HF3O2 in the gas phase, with properties calculated with ωB97M-V/def2-TZVPD.

The geometry in XYZ format:
```
8
Properties=species:S:1:pos:R:3:nbo_charge:R:1
O -1.22 -1.71 0.10 -0.46
C -1.06 -0.57 -0.05 0.81
F -2.02 0.41 -0.24 -0.33
C 0.30 0.25 0.14 0.80
O 1.36 -0.54 -0.20 -0.67
F 0.28 1.28 -0.69 -0.32
F 0.33 0.77 1.40 -0.32
H 2.04 0.11 -0.44 0.49
```

---

Entry R
Below is C2HF3O2 in the gas phase, with properties calculated with ωB97M-V/def2-TZVPD.

The geometry in XYZ format:
```
8
Properties=species:S:1:pos:R:3:nbo_charge:R:1
O -0.98 -1.66 0.67 -0.44
C -0.96 -0.69 0.01 0.77
F -1.86 -0.46 -0.94 -0.29
C 0.07 0.36 0.08 0.80
O 1.45 -0.29 -0.31 -0.71
F -0.16 1.44 -0.81 -0.32
F 0.26 0.97 1.30 -0.30
H 2.17 0.31 -0.01 0.49
```

---

Computed relative energies in units of kcal/mol: entry P 122.1; entry Q 0.0; entry R 16.9